P) Below is a single C3H6ClNO molecule, with properties calculated with the ωB97M-V functional and the def2-TZVPD basis.

XYZ file:
```
12
Properties=species:S:1:pos:R:3:lowdin_charge:R:1
Cl 2.62 -0.65 -0.17 0.550
O 0.00 -0.74 -0.08 -0.189
N -0.47 1.58 -0.24 0.165
C 0.27 0.61 -0.07 -0.574
C 1.63 0.69 0.55 -0.450
C -1.39 -1.18 -0.30 -0.016
H -1.53 -1.34 -1.42 0.118
H -1.95 -0.42 -0.08 -0.008
H 1.53 0.62 1.69 0.114
H 2.33 1.56 0.31 0.087
H -1.57 -2.14 0.31 0.129
H -1.47 1.41 -0.48 0.072
```

Properties
Kohn-Sham gap: 11.01 eV
LUMO level: 0.792 eV

=====

Q) Below is a 2-piece molecular cluster, C3H6ClNO overall, with properties calculated with the ωB97M-V functional and the def2-TZVPD basis.

XYZ file:
```
12
Properties=species:S:1:pos:R:3:lowdin_charge:R:1
Cl -0.69 1.83 2.24 0.546
O -0.13 0.39 -1.53 0.003
N -2.07 0.57 0.54 -0.082
C 1.43 -1.01 -0.17 -0.060
C 0.96 -0.02 -1.23 -0.324
C -1.87 0.70 1.84 -0.705
H 0.71 -1.21 0.68 0.093
H 2.47 -0.75 0.06 0.065
H 1.67 -1.99 -0.76 0.118
H -1.45 1.23 -0.12 0.105
H -2.88 -0.07 0.25 0.126
H 1.85 0.34 -1.79 0.114
```

Properties
Kohn-Sham gap: 9.16 eV
LUMO level: 0.767 eV

=====

Winner for stability: P)